The following is a DFT calculation (ωB97M-V/def2-TZVPD) of a cluster of 35 separate species, H70O35 in total in a non-equilibrium geometry.

Atoms and positions in Å:
1 O 26.88 10.54 -0.71
2 H 26.00 10.68 -1.06
3 H 27.29 11.40 -0.74
4 O 30.46 15.45 0.18
5 H 30.02 15.06 0.94
6 H 31.36 15.57 0.47
7 O 26.29 16.42 -2.30
8 H 27.04 16.56 -1.72
9 H 25.81 15.70 -1.90
10 O 32.60 11.24 3.32
11 H 31.75 11.15 2.90
12 H 33.09 11.83 2.75
13 O 29.87 9.70 -0.23
14 H 29.81 9.22 0.60
15 H 28.97 9.74 -0.54
16 O 24.78 12.13 -3.20
17 H 24.93 12.71 -3.95
18 H 24.29 11.40 -3.56
19 O 30.82 15.27 -2.51
20 H 31.71 14.93 -2.60
21 H 30.60 15.15 -1.59
22 O 21.81 15.07 0.17
23 H 22.49 14.52 0.56
24 H 21.12 14.46 -0.08
25 O 25.68 16.48 2.64
26 H 26.39 16.21 3.23
27 H 24.96 15.88 2.84
28 O 23.04 14.94 3.22
29 H 22.91 14.43 4.02
30 H 22.45 15.69 3.30
31 O 24.86 10.28 3.74
32 H 24.83 10.70 2.87
33 H 24.66 10.99 4.35
34 O 24.69 14.42 -1.50
35 H 24.86 13.62 -2.00
36 H 23.94 14.82 -1.93
37 O 22.68 13.04 5.28
38 H 23.43 12.45 5.36
39 H 22.12 12.83 6.03
40 O 24.87 8.19 5.44
41 H 25.30 8.86 4.91
42 H 25.48 8.02 6.15
43 O 24.46 9.21 0.10
44 H 25.41 9.31 0.00
45 H 24.20 8.62 -0.61
46 O 28.85 12.95 -1.00
47 H 28.31 13.44 -0.38
48 H 29.75 13.09 -0.70
49 O 22.51 8.47 2.49
50 H 22.83 9.28 2.89
51 H 23.08 8.35 1.73
52 O 28.58 17.34 -0.85
53 H 29.03 17.86 -1.52
54 H 29.28 16.81 -0.46
55 O 31.74 11.53 -0.20
56 H 32.04 11.70 -1.09
57 H 31.10 10.82 -0.29
58 O 24.56 11.70 1.41
59 H 24.37 11.01 0.77
60 H 23.71 11.95 1.75
61 O 25.43 12.99 4.84
62 H 26.20 13.49 5.11
63 H 25.02 13.53 4.17
64 O 22.17 11.74 2.80
65 H 21.25 11.69 2.54
66 H 22.19 12.45 3.45
67 O 29.78 11.60 2.70
68 H 29.14 11.65 1.99
69 H 29.27 11.42 3.48
70 O 27.22 12.53 1.53
71 H 26.39 12.07 1.41
72 H 27.04 13.43 1.26
73 O 28.24 18.56 1.74
74 H 28.98 18.22 2.25
75 H 28.31 18.12 0.89
76 O 29.41 8.69 2.16
77 H 28.65 8.35 2.62
78 H 29.98 9.02 2.86
79 O 22.14 10.21 -1.53
80 H 22.18 10.62 -2.40
81 H 22.99 9.77 -1.44
82 O 27.95 16.05 4.28
83 H 27.99 15.45 5.02
84 H 28.21 16.90 4.64
85 O 26.64 7.63 1.85
86 H 26.95 7.19 2.64
87 H 26.21 8.42 2.18
88 O 29.24 9.15 5.44
89 H 28.93 10.05 5.46
90 H 29.40 8.93 6.36
91 O 29.46 14.39 2.64
92 H 29.38 13.48 2.92
93 H 28.92 14.88 3.27
94 O 30.08 17.48 3.32
95 H 30.67 17.75 4.02
96 H 30.17 16.53 3.28
97 O 27.56 13.79 -3.50
98 H 28.17 14.51 -3.33
99 H 27.67 13.20 -2.76
100 O 28.72 11.75 5.45
101 H 29.47 12.26 5.76
102 H 27.98 12.09 5.93
103 O 26.67 14.97 0.54
104 H 25.90 15.10 -0.02
105 H 26.62 15.67 1.18

Summary:
total charge	0
energy above the lowest of the compared OMol25 structures with the same formula, charge and spin	97.7	kcal/mol
Kohn-Sham gap	8.19	eV
HOMO	-0.3494	Eh
E_tot	-2675.4370	a.u.
maximum force	1.5	eV Å⁻¹

Results of the Löwdin charge analysis, in e, for atoms 1 through 8: O -0.0259; H 0.0218; H 0.0156; O -0.0371; H 0.0167; H 0.0824; O -0.0675; H -0.0244


The following is a DFT calculation (ωB97M-V/def2-TZVPD) of a structure of composition C23H20BClF4PPm.

Atoms and positions in Å:
1 C -1.01 -1.96 3.48
2 C -0.96 -2.14 2.06
3 C 0.41 -2.22 1.68
4 H -1.82 -2.19 1.39
5 C 1.22 -2.09 2.86
6 C 0.33 -1.89 3.96
7 H 0.63 -1.70 4.98
8 H -1.92 -1.92 4.09
9 H 0.80 -2.42 0.68
10 H 2.30 -2.21 2.93
11 Pm 0.12 0.26 2.57
12 Cl 2.39 1.34 2.24
13 P 0.01 0.34 -0.54
14 C 1.22 -0.72 -1.40
15 C 0.95 -1.49 -2.54
16 H -0.05 -1.49 -2.99
17 C 1.96 -2.27 -3.13
18 H 1.73 -2.86 -4.02
19 C 3.24 -2.29 -2.59
20 H 4.03 -2.88 -3.05
21 C 3.52 -1.54 -1.43
22 H 4.52 -1.56 -0.99
23 C 2.52 -0.76 -0.85
24 H 2.74 -0.17 0.04
25 C -1.59 -0.13 -1.29
26 C -2.01 -1.47 -1.21
27 H -1.32 -2.24 -0.87
28 C -3.31 -1.83 -1.57
29 H -3.63 -2.87 -1.46
30 C -4.19 -0.86 -2.06
31 H -5.20 -1.15 -2.36
32 C -3.78 0.47 -2.16
33 H -4.46 1.23 -2.55
34 C -2.49 0.84 -1.76
35 H -2.18 1.88 -1.82
36 C 0.35 1.99 -1.26
37 C 0.90 2.16 -2.54
38 H 1.17 1.30 -3.15
39 C 1.11 3.46 -3.03
40 H 1.52 3.59 -4.03
41 C 0.79 4.57 -2.25
42 H 0.95 5.58 -2.64
43 C 0.28 4.40 -0.96
44 H 0.04 5.26 -0.34
45 C 0.05 3.11 -0.47
46 H -0.35 2.98 0.54
47 F -0.20 1.27 4.51
48 B -0.32 0.88 6.11
49 F -1.11 -0.27 6.09
50 F 0.99 0.65 6.46
51 F -0.92 2.00 6.62

Summary:
total charge	0
energy above the lowest of the compared OMol25 structures with the same formula, charge and spin	0.0	kcal/mol
Kohn-Sham gap (spin up / spin down)	8.59 / 8.71	eV
spin multiplicity	5
<S²>	6.006
HOMO (spin up / spin down)	-0.3378 / -0.3391	Eh
E_tot	-2723.0270	a.u.
maximum force	0.9	eV Å⁻¹

Results of the Löwdin charge analysis, in e, for atoms 1 through 8: C -0.1983; C -0.2183; C -0.2430; H 0.0872; C -0.2116; C -0.2238; H 0.1106; H 0.1148